{
  "formula": "C5H6OS",
  "method": "ωB97M-V/def2-TZVPD",
  "elements": ["C", "C", "C", "C", "C", "O", "S", "H", "H", "H", "H", "H", "H"],
  "xyz": [[-0.44157, 0.99555, -0.33910], [-1.74852, 1.00096, -0.07255], [-1.16990, -0.91849, 0.72517], [0.00529, -0.32088, 0.17126], [1.30856, -0.86664, 0.12644], [-2.13622, -0.10625, 0.54304], [2.63408, 0.16185, 0.61997], [0.32664, 1.54064, -0.96540], [-2.54114, 1.60326, -0.42006], [-1.25293, -1.86999, 1.25704], [1.48638, -1.91666, 0.11719], [1.27668, -0.68629, -1.97565], [2.25265, 1.38294, 0.21266]],
  "forces_ev_per_a": [[2.848, -1.760, -0.354], [0.077, 1.120, -1.070], [5.069, -0.927, -0.868], [-1.913, -0.503, 0.493], [0.072, 1.457, 1.566], [-3.899, 0.481, 0.755], [0.686, -0.652, -0.308], [-1.806, -0.023, 0.916], [-0.594, 0.739, 0.015], [-0.430, 0.611, -0.259], [0.251, -0.461, 0.160], [0.004, 0.135, -0.975], [-0.367, -0.217, -0.070]],
  "e_homo_ev": [-6.708, -8.728],
  "homo_lumo_gap_ev": [7.59, 7.57],
  "multiplicity": 3,
  "e_above_lowest_kj_mol": 275.1,
  "lumo_ev": [0.88, -1.16],
  "energy_ha": -667.3272,
  "s_squared": 2.018
}

=====

{
  "formula": "C17H18AuF3GeN3O5S",
  "method": "ωB97M-V/def2-TZVPD",
  "elements": ["Au", "O", "C", "N", "C", "O", "C", "C", "C", "C", "C", "N", "C", "C", "C", "C", "C", "N", "H", "H", "H", "H", "H", "H", "H", "H", "C", "Ge", "C", "C", "C", "H", "H", "H", "H", "H", "H", "H", "H", "H", "H", "F", "C", "F", "F", "S", "O", "O", "O"],
  "xyz": [[-0.07916, -0.01429, 0.72268], [1.17901, 0.78482, 4.55524], [1.00208, 0.68792, 3.34960], [-0.14154, 0.09230, 2.75370], [-1.21147, -0.46608, 3.34990], [-1.48590, -0.62030, 4.52365], [-2.22857, -0.96000, 2.29949], [-3.46891, -1.40703, 2.69250], [-4.38496, -1.78521, 1.72069], [-4.03357, -1.70505, 0.38521], [-2.76825, -1.25574, 0.05157], [-1.89502, -0.91365, 0.99622], [1.92826, 1.15581, 2.34125], [3.12369, 1.81285, 2.68040], [3.95345, 2.30710, 1.71929], [3.58539, 2.16180, 0.33976], [2.43902, 1.50570, 0.02833], [1.62773, 0.97894, 0.97691], [-3.68105, -1.42460, 3.75217], [-5.37312, -2.12332, 2.00520], [-4.72800, -1.96166, -0.40130], [-2.43990, -1.13226, -0.97013], [3.33420, 1.91685, 3.73663], [4.86802, 2.81778, 1.98921], [4.19124, 2.57476, -0.45374], [2.10582, 1.37588, -0.99295], [0.39906, -3.43662, -1.52738], [1.14817, -1.69211, -2.03687], [2.98110, -1.64901, -1.35845], [1.17889, -1.53811, -3.98535], [0.06066, -0.30688, -1.26552], [1.04122, -4.25397, -1.85966], [-0.59469, -3.57870, -1.95498], [0.31360, -3.48266, -0.44003], [3.49670, -2.57554, -1.61699], [2.98026, -1.53990, -0.27287], [3.53782, -0.81111, -1.77897], [1.78421, -2.33328, -4.42365], [1.60576, -0.57681, -4.27332], [0.17108, -1.59978, -4.39699], [-0.65227, 0.23840, -1.87880], [-2.01519, 3.88791, -3.03368], [-1.37327, 3.57901, -1.89572], [-1.02822, 4.72652, -1.30000], [-0.23520, 2.95002, -2.24077], [-2.42526, 2.54315, -0.79793], [-3.52717, 3.42021, -0.49492], [-2.73318, 1.38871, -1.62715], [-1.53254, 2.23724, 0.30854]],
  "forces_ev_per_a": [[0.243, -0.060, 0.057], [0.045, 0.035, 0.096], [-0.194, -0.135, -0.056], [0.105, 0.101, -0.108], [-0.190, -0.082, -0.071], [0.038, 0.022, 0.020], [0.231, 0.078, 0.130], [-0.139, -0.059, -0.022], [0.028, 0.013, 0.101], [0.042, 0.014, -0.063], [-0.031, -0.020, -0.020], [-0.004, 0.130, -0.049], [0.035, -0.011, -0.261], [-0.045, -0.012, 0.044], [0.001, -0.001, -0.147], [0.125, 0.068, 0.131], [-0.148, -0.085, 0.037], [0.018, -0.073, 0.115], [-0.003, -0.002, -0.007], [0.003, -0.003, 0.001], [0.002, 0.001, -0.003], [-0.007, 0.015, -0.003], [0.001, -0.006, 0.004], [0.002, 0.000, 0.002], [0.001, 0.002, 0.001], [-0.011, -0.008, 0.007], [-0.044, -0.025, 0.026], [-0.017, -0.031, 0.109], [0.057, 0.031, 0.044], [-0.004, 0.018, -0.077], [0.016, -0.007, -0.095], [0.002, -0.001, -0.003], [0.003, 0.005, 0.001], [-0.003, -0.033, -0.005], [0.010, 0.004, 0.000], [0.012, -0.004, -0.003], [0.004, -0.003, 0.012], [-0.002, 0.003, -0.012], [-0.001, -0.007, -0.021], [-0.001, 0.000, 0.003], [-0.010, 0.109, 0.064], [-0.008, 0.015, -0.001], [0.064, 0.021, -0.067], [0.001, 0.027, 0.013], [-0.004, -0.064, 0.011], [-0.030, -0.216, 0.110], [-0.009, -0.070, -0.019], [-0.047, 0.074, -0.027], [-0.144, 0.230, 0.001]],
  "e_homo_ev": [-2.961, -6.447],
  "homo_lumo_gap_ev": [5.00, 8.51],
  "multiplicity": 3,
  "e_above_lowest_kj_mol": 77.7,
  "lumo_ev": [2.04, 2.06],
  "energy_ha": -4109.4966,
  "s_squared": 2.021,
  "total_charge": -1
}

=====

{
  "formula": "C4H8O2",
  "method": "ωB97M-V/def2-TZVPD",
  "elements": ["C", "C", "O", "H", "H", "H", "H", "C", "C", "O", "H", "H", "H", "H"],
  "xyz": [[1.50744, 0.96389, 1.03261], [1.74885, -0.33978, 0.98721], [1.39490, -1.10479, -0.09464], [1.81100, 1.54198, 1.89771], [1.00196, 1.46817, 0.21515], [2.25332, -0.87002, 1.79557], [1.51223, -2.03468, 0.12520], [-1.87388, -0.22003, -0.32686], [-1.12947, 0.45204, -1.44612], [-0.64610, 1.55810, -1.38614], [-2.89873, -0.44254, -0.64946], [-1.88912, 0.41735, 0.55963], [-1.38403, -1.17177, -0.09347], [-1.05084, -0.14054, -2.38210]],
  "forces_ev_per_a": [[0.007, -0.148, -0.044], [0.044, 0.316, 0.241], [-0.054, -0.173, 0.048], [0.003, -0.145, -0.110], [0.096, -0.047, 0.148], [-0.102, 0.068, -0.143], [0.052, 0.111, -0.072], [0.033, 0.092, 0.080], [0.050, 0.259, 0.001], [-0.266, -0.463, -0.063], [0.162, 0.026, 0.019], [0.000, -0.086, -0.119], [-0.063, 0.122, -0.056], [0.037, 0.069, 0.072]],
  "e_homo_ev": -9.042,
  "homo_lumo_gap_ev": 9.73,
  "e_above_lowest_kj_mol": 188.3,
  "lumo_ev": 0.69,
  "energy_ha": -307.6407,
  "smiles": "C=CO.CC=O"
}

=====

{
  "formula": "C5H14N2",
  "method": "ωB97M-V/def2-TZVPD",
  "elements": ["C", "N", "C", "C", "C", "N", "C", "H", "H", "H", "H", "H", "H", "H", "H", "H", "H", "H", "H", "H", "H"],
  "xyz": [[1.91985, -1.70412, -2.36245], [-1.03467, -0.31123, -0.59692], [-0.43183, -0.33177, 0.55839], [-0.18268, 0.91367, 1.40793], [-0.57184, 2.19331, 0.60962], [-2.03965, 2.25786, 0.53656], [-0.18909, -1.67262, 1.21892], [1.04289, -1.28433, -1.89095], [2.33297, -2.37858, -1.60269], [1.64823, -2.43141, -3.12990], [2.75264, -1.16568, -2.80322], [-0.00993, 0.15369, -0.69530], [0.84170, 1.04642, 1.77686], [-0.82945, 0.96313, 2.29104], [-0.10500, 2.10310, -0.37904], [-0.17066, 3.04777, 1.13238], [-2.27449, 3.09899, 0.02986], [-2.28156, 1.52247, -0.12627], [-1.06709, -2.26802, 0.98690], [0.67589, -2.11242, 0.73903], [-0.02623, -1.64024, 2.29922]],
  "forces_ev_per_a": [[0.646, -2.184, 0.119], [2.720, 0.236, 0.221], [-1.652, -1.560, 2.207], [0.409, 1.773, -0.882], [0.007, -1.233, 0.396], [0.499, 0.000, -0.534], [-0.426, 0.414, 0.447], [0.017, 0.781, -0.523], [0.258, 0.241, 0.105], [-0.528, 0.235, -0.121], [-0.385, 0.874, 0.380], [-1.453, 1.013, -1.737], [0.014, -0.471, -0.098], [-0.036, -0.767, -0.115], [0.061, 0.403, -0.004], [0.022, 0.384, 0.055], [-0.219, 0.381, 0.085], [-0.220, -0.090, 0.232], [0.039, -0.291, -0.027], [0.185, -0.235, -0.106], [0.041, 0.097, -0.100]],
  "e_homo_ev": -8.551,
  "homo_lumo_gap_ev": 9.41,
  "e_above_lowest_kj_mol": 346.3,
  "lumo_ev": 0.86,
  "energy_ha": -308.2911
}

=====

{
  "formula": "C3H9NO4",
  "method": "ωB97M-V/def2-TZVPD",
  "elements": ["N", "C", "O", "O", "O", "H", "H", "H", "H", "H", "C", "C", "O", "H", "H", "H", "H"],
  "xyz": [[1.46857, 0.93350, -0.76691], [1.55445, -0.07878, 0.22865], [2.67570, 0.09922, 1.00588], [1.59719, -1.32645, -0.34681], [0.41612, 0.02486, 1.12089], [1.42141, 1.84657, -0.33322], [0.65249, 0.79077, -1.34916], [3.44109, -0.20638, 0.50775], [0.82313, -1.42630, -0.93797], [0.63036, -0.47327, 1.91940], [-2.45016, 0.49873, -0.01988], [-1.61421, -0.69388, -0.32871], [-0.93697, -0.82932, -1.32277], [-2.36689, 1.25089, -0.80003], [-3.48773, 0.20091, 0.11210], [-2.09795, 0.91497, 0.92271], [-1.72659, -1.52605, 0.38809]],
  "forces_ev_per_a": [[-0.021, 0.195, -0.168], [-0.771, 0.217, 0.206], [0.141, -0.045, 0.510], [-0.069, -0.473, -0.225], [0.684, 0.154, -0.171], [-0.022, -0.023, 0.023], [-0.021, 0.048, -0.032], [-0.043, -0.013, -0.141], [0.262, 0.051, 0.299], [0.119, -0.059, -0.062], [0.256, 0.236, -0.077], [-0.493, -0.335, -0.186], [-0.098, 0.098, -0.060], [-0.014, 0.007, -0.053], [-0.110, -0.077, 0.009], [-0.016, 0.025, 0.103], [0.218, -0.006, 0.025]],
  "e_homo_ev": -9.990,
  "homo_lumo_gap_ev": 10.78,
  "e_above_lowest_kj_mol": 19.4,
  "lumo_ev": 0.79,
  "energy_ha": -475.4335,
  "smiles": "NC(O)(O)O.CC=O"
}

=====

{
  "formula": "C15H36N3PtSi",
  "method": "ωB97M-V/def2-TZVPD",
  "elements": ["Pt", "C", "C", "N", "C", "C", "N", "C", "C", "N", "H", "H", "H", "H", "H", "H", "H", "H", "H", "H", "H", "H", "H", "H", "H", "C", "Si", "C", "C", "C", "C", "C", "C", "C", "C", "H", "H", "H", "H", "H", "H", "H", "H", "H", "H", "H", "H", "H", "H", "H", "H", "H", "H", "H", "H", "H"],
  "xyz": [[0.20420, 0.10331, -0.86096], [0.26168, 2.00690, -3.30126], [-0.56242, 0.77931, -3.62465], [0.03700, -0.41886, -2.97137], [1.33452, -0.87889, -3.55655], [2.33281, -1.18798, -2.46025], [2.34705, -0.08808, -1.45784], [2.89377, 1.20833, -1.95249], [2.01388, 2.36427, -1.53733], [0.59220, 2.06460, -1.84419], [1.19273, 2.02318, -3.86487], [-0.29318, 2.89667, -3.59361], [-1.57211, 0.88798, -3.22809], [-0.64572, 0.64391, -4.70412], [-0.63724, -1.17731, -3.03146], [1.17542, -1.77231, -4.15812], [1.70244, -0.10988, -4.23288], [2.05467, -2.10421, -1.93873], [3.32532, -1.34192, -2.88864], [2.87081, -0.38717, -0.64263], [3.89794, 1.36406, -1.56054], [2.99006, 1.15041, -3.03483], [2.08691, 2.53480, -0.46399], [2.33597, 3.27756, -2.04128], [0.01060, 2.75846, -1.38561], [-0.01625, 1.36598, 2.83489], [-0.32690, 0.18308, 1.47212], [-2.69184, 0.25809, 1.42043], [-3.04163, -0.82576, 0.45065], [-3.14270, 0.05932, 2.83036], [-2.76026, 1.66253, 0.88934], [0.44430, -1.77393, 2.38913], [-0.01346, -1.73264, 3.81286], [-0.17578, -2.82109, 1.51449], [1.90909, -1.50845, 2.16677], [-0.54126, 1.11392, 3.75423], [-0.32309, 2.36820, 2.51937], [1.05832, 1.39508, 3.04781], [-2.93434, -1.82853, 0.85920], [-2.49911, -0.74642, -0.49510], [-4.10621, -0.69399, 0.20208], [-2.99470, -0.95353, 3.19923], [-4.23420, 0.21900, 2.82085], [-2.74381, 0.79101, 3.52986], [-2.23283, 1.79378, -0.05885], [-2.44153, 2.41701, 1.60714], [-3.82275, 1.85697, 0.67795], [-1.09301, -1.78095, 3.93296], [0.40285, -0.90742, 4.38638], [0.38166, -2.65509, 4.27319], [-1.22331, -3.00598, 1.74477], [0.36822, -3.75818, 1.71297], [-0.05559, -2.62156, 0.44599], [2.28827, -0.64353, 2.71300], [2.17413, -1.43931, 1.11171], [2.43840, -2.38473, 2.57053]],
  "forces_ev_per_a": [[0.026, -0.228, -0.486], [0.060, 0.121, -0.020], [0.007, -0.086, 0.063], [-0.076, 0.043, 0.063], [-0.088, 0.019, -0.058], [0.106, 0.040, 0.041], [-0.120, -0.115, 0.159], [0.128, -0.092, -0.035], [-0.070, 0.116, -0.008], [-0.128, -0.001, 0.206], [0.001, -0.006, 0.000], [0.018, 0.067, 0.012], [-0.047, -0.031, -0.007], [0.046, -0.026, -0.031], [0.018, -0.024, -0.041], [-0.030, -0.001, -0.048], [0.002, 0.019, 0.011], [0.002, -0.013, 0.046], [0.037, 0.030, 0.012], [0.091, -0.005, -0.054], [0.041, -0.038, -0.005], [0.004, -0.003, 0.000], [-0.016, 0.024, 0.033], [-0.016, 0.030, -0.030], [-0.003, 0.061, -0.075], [0.125, 0.176, 0.117], [-0.123, -0.035, -0.040], [-0.015, -0.053, 0.054], [0.002, 0.011, 0.010], [0.004, 0.039, -0.040], [0.032, 0.001, 0.060], [-0.024, -0.033, 0.047], [0.093, -0.031, -0.028], [0.015, 0.008, 0.026], [-0.017, 0.026, 0.042], [0.018, 0.061, 0.054], [0.027, -0.018, 0.023], [-0.043, 0.015, 0.012], [-0.005, 0.022, 0.005], [0.008, 0.027, -0.032], [0.022, -0.023, 0.012], [0.002, -0.023, -0.021], [0.015, -0.011, 0.002], [-0.006, 0.013, -0.001], [-0.028, -0.036, -0.022], [-0.035, -0.019, -0.002], [0.021, 0.011, 0.005], [-0.031, -0.003, -0.015], [0.020, -0.004, -0.005], [-0.030, 0.021, -0.010], [0.017, 0.007, 0.006], [-0.043, 0.022, -0.006], [0.027, 0.002, -0.007], [-0.018, -0.036, -0.006], [-0.037, -0.070, 0.013], [0.012, 0.033, 0.002]],
  "e_homo_ev": [-18.216, -19.609],
  "homo_lumo_gap_ev": [9.47, 6.80],
  "multiplicity": 5,
  "lumo_ev": [-8.74, -12.81],
  "energy_ha": -1165.0782,
  "s_squared": 6.012,
  "total_charge": 3
}